{
  "formula": "C23H27ClN4O",
  "method": "the ωB97M-V functional and the def2-TZVPD basis",
  "de_lowest_kcal_mol": 16.37,
  "smiles": "C=C(C)CNC(=O)[C@@H](c1cccn2ccnc12)N(CC(C)C)c1ccc(Cl)cc1",
  "e_tot_ev": -44819.91711,
  "orbital_gap_ev": 8.48,
  "species": ["C", "C", "C", "C", "N", "C", "O", "C", "C", "C", "C", "C", "N", "C", "C", "N", "C", "N", "C", "C", "C", "C", "C", "C", "C", "C", "Cl", "C", "C", "H", "H", "H", "H", "H", "H", "H", "H", "H", "H", "H", "H", "H", "H", "H", "H", "H", "H", "H", "H", "H", "H", "H", "H", "H", "H", "H"],
  "positions_angstrom": [[3.756010, 1.910535, 1.132170], [3.899800, 1.537437, -0.133426], [4.367518, 2.468071, -1.210187], [3.665507, 0.086676, -0.523385], [2.273204, -0.352174, -0.601119], [1.297663, 0.415776, -1.115203], [1.493877, 1.474465, -1.689877], [-0.154699, -0.106304, -1.062807], [-0.461056, -1.592521, -0.921321], [-1.366774, -2.139899, -1.784998], [-1.876570, -3.458010, -1.625423], [-1.477460, -4.210562, -0.578557], [-0.556526, -3.692132, 0.291948], [0.031614, -4.261316, 1.400244], [0.916540, -3.328856, 1.858777], [0.897897, -2.207562, 1.088288], [-0.007067, -2.426302, 0.147335], [-0.970236, 0.710188, -0.152689], [-2.363166, 0.846173, -0.555080], [-2.558451, 1.688431, -1.816370], [-1.868329, 3.041295, -1.692818], [-4.054154, 1.840412, -2.076897], [-0.742022, 0.484640, 1.231864], [-1.614309, -0.268506, 2.013619], [-1.332991, -0.516055, 3.348420], [-0.168919, -0.009136, 3.897964], [0.205448, -0.340534, 5.566780], [0.696265, 0.767390, 3.145322], [0.399777, 1.021497, 1.817567], [3.458003, 1.199769, 1.895210], [3.924886, 2.933875, 1.444550], [3.644305, 2.490765, -2.024458], [4.505231, 3.477622, -0.824809], [5.323028, 2.124115, -1.616668], [4.143505, -0.097242, -1.489560], [4.146390, -0.567591, 0.203276], [1.984377, -1.055835, 0.075934], [-0.492170, 0.156592, -2.064652], [-1.730349, -1.541132, -2.611418], [-2.596528, -3.856767, -2.324416], [-1.829466, -5.209732, -0.369878], [-0.224339, -5.250248, 1.735609], [1.569882, -3.410658, 2.712002], [-2.862503, -0.127666, -0.689639], [-2.877125, 1.352085, 0.266465], [-2.126781, 1.160483, -2.674644], [-2.255887, 3.584638, -0.825873], [-0.792420, 2.923638, -1.568685], [-2.052751, 3.649455, -2.580315], [-4.531088, 2.389635, -1.260807], [-4.234959, 2.393850, -2.999056], [-4.549943, 0.870668, -2.162675], [-2.512051, -0.685757, 1.574483], [-2.002868, -1.109380, 3.955729], [1.586043, 1.179384, 3.602143], [1.057186, 1.642320, 1.222009]],
  "forces_ev_per_a": [[0.00, 0.00, 0.00], [0.01, -0.05, 0.19], [0.00, 0.00, 0.00], [0.01, 0.04, -0.39], [-0.06, 0.11, 0.42], [0.04, -0.09, -0.21], [0.00, 0.00, 0.00], [0.00, 0.00, -0.01], [0.00, 0.00, 0.00], [0.00, 0.00, 0.00], [0.00, 0.00, 0.00], [0.00, 0.01, 0.00], [0.00, 0.00, 0.00], [0.00, 0.00, 0.00], [0.00, 0.00, 0.00], [0.00, 0.00, 0.00], [0.00, 0.00, 0.00], [0.02, 0.00, -0.01], [-0.01, 0.00, 0.01], [0.01, 0.00, 0.00], [0.00, 0.00, 0.00], [0.00, 0.00, 0.00], [-0.01, 0.00, 0.01], [0.00, 0.00, 0.00], [0.00, 0.00, 0.00], [0.00, 0.00, 0.00], [0.00, 0.00, 0.00], [0.00, 0.00, 0.00], [0.00, 0.00, 0.00], [0.00, 0.00, 0.00], [0.00, 0.00, 0.00], [0.00, 0.00, 0.00], [0.00, 0.00, 0.00], [0.00, 0.00, 0.00], [0.00, 0.00, 0.00], [0.00, 0.00, 0.00], [0.00, 0.00, 0.00], [0.00, 0.00, 0.00], [0.00, 0.00, 0.00], [0.00, 0.00, 0.00], [0.00, 0.00, 0.00], [0.00, 0.00, 0.00], [0.00, 0.00, 0.00], [0.00, 0.00, 0.00], [0.00, 0.00, 0.00], [-0.01, 0.00, 0.00], [0.00, 0.00, 0.00], [0.00, 0.00, 0.00], [0.00, 0.00, 0.00], [0.00, 0.00, 0.00], [0.00, 0.00, 0.00], [0.00, 0.00, 0.00], [0.00, 0.00, 0.00], [0.00, 0.00, 0.00], [0.00, 0.00, 0.00], [0.00, 0.00, 0.00]]
}